DFT (wB97M-V/def2-TZVPD) results for a molecular structure, C35H47Cl2N4O3SSi4SrTe in a non-equilibrium geometry.

CARTESIAN COORDINATES (ANGSTROEM)
Sr -2.70851 -0.98592 -0.17669
Cl -9.24146 -1.77570 -2.82776
C -7.94477 -1.28952 -1.77295
C -6.69606 -1.87622 -1.93755
C -5.60616 -1.55456 -1.13492
N -4.39390 -2.27170 -1.28516
C -4.01282 -3.03484 -2.31293
O -4.59523 -3.28077 -3.37301
C -2.67395 -3.76303 -2.05356
C -2.50377 -5.01275 -2.63452
C -1.33543 -5.71250 -2.38653
C -0.35761 -5.13247 -1.58981
C -0.59001 -3.86731 -1.07925
N -1.71861 -3.19222 -1.29936
C -5.79587 -0.55060 -0.08717
C -7.06787 0.00075 0.04068
C -8.12778 -0.35253 -0.78416
Cl -9.67046 0.41281 -0.52756
N -4.74145 -0.10450 0.72182
C -4.81320 0.65704 1.80852
O -5.79652 1.01498 2.46263
C -3.44426 1.18564 2.32087
C -3.48168 2.46709 2.86414
C -2.31868 2.97053 3.41731
C -1.18124 2.17348 3.43153
C -1.23821 0.91836 2.85230
N -2.34603 0.43048 2.28249
H -6.55383 -2.60612 -2.71863
H -3.29280 -5.39951 -3.26303
H -1.18576 -6.69761 -2.81120
H 0.57249 -5.64083 -1.37214
H 0.15855 -3.34776 -0.48931
H -7.23179 0.72534 0.82294
H -4.41219 3.01353 2.84329
H -2.29011 3.97064 3.83328
H -0.25201 2.52121 3.86346
H -0.36044 0.28593 2.81020
C 5.20315 -3.16751 1.10098
Si 3.39460 -2.69840 1.39289
C 2.40030 -4.28983 1.20709
C 3.21318 -2.09523 3.16933
Si 2.82315 -0.99781 -0.09978
Te 0.48545 -0.22478 -0.17152
Si 3.95264 0.93948 0.59373
C 3.88063 2.19732 -0.81583
C 5.76751 0.67443 1.05536
C 3.09206 1.71717 2.08142
Si 3.60850 -1.55913 -2.23317
C 5.47682 -1.31262 -2.37299
C 2.77476 -0.48799 -3.53374
C 3.21734 -3.36635 -2.61354
H 5.52780 -3.86903 1.87571
H 5.87049 -2.30478 1.12634
H 5.32701 -3.66107 0.13389
H 2.85658 -5.07012 1.82348
H 2.40218 -4.63683 0.17024
H 1.36371 -4.17202 1.52846
H 3.40962 -2.90470 3.87802
H 2.20234 -1.72257 3.34967
H 3.91302 -1.28357 3.38123
H 4.66132 2.01232 -1.55791
H 4.01598 3.21434 -0.43610
H 2.91291 2.14882 -1.32144
H 6.32768 0.19973 0.24706
H 5.86483 0.05175 1.94774
H 6.24113 1.63703 1.27098
H 2.03130 1.86828 1.86468
H 3.54562 2.68719 2.30870
H 3.16654 1.08960 2.97223
H 5.74403 -0.26381 -2.22495
H 5.81956 -1.60658 -3.36957
H 6.02511 -1.90771 -1.63963
H 3.04863 0.56258 -3.41287
H 1.68925 -0.56048 -3.44419
H 3.06989 -0.80719 -4.53738
H 3.78531 -4.04214 -1.96901
H 3.46129 -3.60750 -3.65200
H 2.15353 -3.56848 -2.46384
C 0.28938 6.86108 2.33912
C -0.28070 5.74029 1.51232
C -1.61687 5.73836 1.12944
C -2.14570 4.69420 0.38183
C -1.32067 3.65112 0.00789
C 0.01922 3.62357 0.37837
C 0.52846 4.67160 1.12422
S -2.06744 2.27641 -0.86053
C -1.23029 2.45781 -2.44427
O -3.48572 2.62369 -1.11496
H -0.44861 7.64598 2.50205
H 1.15731 7.30742 1.85086
H 0.61649 6.49848 3.31579
H -2.25782 6.55991 1.42864
H -3.18906 4.66332 0.09213
H 0.63975 2.77463 0.11204
H 1.57129 4.65444 1.42239
H -1.63933 3.35099 -2.91543
H -1.46339 1.56998 -3.02973
H -0.15367 2.52608 -2.30022

2S+1: 1
total charge: -1
LUMO: 2.02 eV
ΔE to the lowest compared entry with this formula, charge and spin: 0.0 kJ/mol
HOMO-LUMO gap: 6.6589 eV